{"formula": "C6H13NO3", "method": "wB97M-V/def2-TZVPD", "species": ["C", "C", "C", "C", "C", "C", "H", "H", "H", "H", "H", "H", "H", "H", "H", "H", "H", "H", "H", "N", "O", "O", "O"], "positions_angstrom": [[2.20, 0.16, 0.03], [1.04, 0.04, -0.92], [-0.54, 1.45, 0.38], [-1.52, 0.42, 0.58], [-0.75, -0.96, 0.71], [0.07, -1.26, -0.52], [2.64, -0.82, 0.36], [1.74, 0.69, 1.06], [2.98, 0.87, -0.31], [1.52, -0.21, -1.86], [0.62, 1.91, -1.43], [-1.14, 2.43, 0.35], [0.27, 1.29, 1.14], [-2.16, 0.53, 1.51], [-1.83, 0.76, -1.26], [-1.50, -1.76, 0.88], [0.65, -1.37, 1.89], [0.77, -2.18, -0.28], [-1.87, -1.36, -1.07], [0.13, 1.18, -1.01], [-2.35, 0.46, -0.54], [-0.11, -0.70, 1.85], [-0.86, -1.57, -1.51]], "lowdin_charge": [-0.079, -0.316, -0.116, -0.350, -0.394, -0.293, 0.088, 0.115, 0.075, 0.130, 0.088, 0.161, 0.095, 0.184, 0.062, 0.162, 0.156, 0.168, 0.193, 0.008, -0.037, -0.030, -0.071], "relative_energy_ev": 3.8626, "homo_ev": -9.10, "total_charge": 0, "orbital_gap_ev": 9.814}

{"formula": "C6H13NO4", "method": "wB97M-V/def2-TZVPD", "species": ["C", "C", "C", "C", "C", "C", "H", "H", "H", "H", "H", "H", "H", "H", "H", "H", "H", "H", "H", "N", "O", "O", "O", "O"], "positions_angstrom": [[2.10, -1.53, -1.39], [0.98, 0.45, -0.57], [0.99, -0.16, 0.87], [-0.57, -0.45, 1.18], [-1.37, 0.22, 0.00], [-0.40, 1.22, -0.48], [2.39, -1.49, -0.31], [1.85, -2.44, -1.86], [3.00, -1.22, -1.97], [1.85, 1.23, -0.67], [1.47, 0.58, 1.52], [2.61, -1.44, 1.52], [1.44, -2.48, 0.87], [-0.59, -1.51, 1.16], [-1.92, 0.53, 2.28], [-1.41, -0.53, -0.74], [-3.11, 0.93, -0.53], [-0.33, 2.06, 0.19], [-0.78, 0.95, -2.45], [1.63, -1.48, 1.18], [1.03, -0.57, -1.59], [-1.02, 0.27, 2.44], [-2.69, 0.71, 0.30], [-0.86, 1.67, -1.76]], "lowdin_charge": [-0.080, -0.212, -0.207, -0.147, -0.287, -0.278, 0.043, 0.069, 0.086, 0.179, 0.151, 0.098, 0.129, 0.120, 0.055, 0.137, 0.092, 0.168, 0.128, -0.049, -0.146, -0.029, 0.007, -0.028], "relative_energy_ev": 3.2706, "homo_ev": -8.46, "total_charge": 0, "orbital_gap_ev": 9.175}

{"formula": "C6H13NO4", "method": "wB97M-V/def2-TZVPD", "species": ["C", "C", "C", "C", "C", "C", "H", "H", "H", "H", "H", "H", "H", "H", "H", "H", "H", "H", "H", "N", "O", "O", "O", "O"], "positions_angstrom": [[-1.91, 0.43, 1.05], [-1.12, 0.80, -0.23], [1.06, 1.45, -0.02], [1.43, 0.00, 0.26], [0.47, -1.19, -0.36], [-0.54, -0.39, -0.93], [-1.69, 0.74, 3.07], [-2.62, 1.20, 1.49], [-2.66, -0.26, 0.69], [-1.94, 1.17, -0.75], [-0.29, 2.13, 1.17], [1.51, 1.87, -1.16], [1.47, 2.16, 0.85], [1.31, 0.04, 1.33], [2.72, -0.06, -1.08], [0.03, -1.93, 0.43], [2.09, -2.20, -0.77], [-0.15, 0.16, -1.77], [-1.65, -2.02, -1.18], [-0.34, 1.88, 0.14], [-0.98, 0.18, 2.19], [2.69, -0.10, -0.09], [1.13, -1.95, -1.25], [-1.85, -0.97, -1.09]], "lowdin_charge": [-0.203, -0.363, -0.175, -0.389, -0.355, -0.318, 0.259, 0.123, 0.099, 0.129, 0.129, 0.180, 0.160, 0.138, 0.137, 0.192, 0.215, 0.168, 0.183, -0.029, -0.175, -0.004, -0.028, -0.072], "relative_energy_ev": 6.5443, "homo_ev": -8.59, "total_charge": 0, "orbital_gap_ev": 8.825}

{"formula": "C6H13NO4P", "method": "wB97M-V/def2-TZVPD", "species": ["C", "C", "C", "C", "C", "C", "N", "O", "O", "O", "O", "P", "H", "H", "H", "H", "H", "H", "H", "H", "H", "H", "H", "H", "H"], "positions_angstrom": [[-0.31, 0.56, 1.35], [-0.18, 2.04, 1.40], [-0.68, -2.50, 0.20], [2.18, 0.57, -0.96], [0.33, -1.50, -0.24], [0.64, 0.69, -1.16], [-0.13, -0.01, -0.20], [-2.76, -1.05, -0.91], [-1.84, 0.23, 1.21], [0.26, -0.14, 2.16], [-2.13, 1.45, -1.10], [-1.99, 0.14, -0.37], [-0.89, 2.69, 0.73], [0.90, 2.33, 1.23], [-0.45, 2.26, 2.46], [-1.12, -2.42, 1.15], [-1.52, -2.51, -0.55], [-0.20, -3.40, 0.17], [2.18, -0.04, -0.09], [2.73, 0.11, -1.89], [2.56, 1.62, -0.77], [0.79, -1.88, -1.14], [1.10, -1.37, 0.51], [0.34, 0.34, -2.12], [0.20, 1.79, -1.07]], "lowdin_charge": [-0.718, -0.034, -0.112, -0.076, -0.184, -0.283, -0.180, -0.355, -0.180, -0.020, -0.362, 0.375, 0.106, 0.090, 0.094, 0.065, 0.076, 0.036, 0.031, 0.105, 0.078, 0.124, 0.088, 0.103, 0.134], "relative_energy_ev": 1.5483, "homo_ev": -5.30, "total_charge": -1, "orbital_gap_ev": 8.820}

{"formula": "C6H13NO4S2", "method": "wB97M-V/def2-TZVPD", "species": ["C", "C", "C", "C", "C", "C", "N", "O", "O", "O", "O", "S", "S", "H", "H", "H", "H", "H", "H", "H", "H", "H", "H", "H", "H", "H"], "positions_angstrom": [[2.05, 0.18, 1.03], [2.67, -1.17, 1.03], [2.14, 0.86, -0.39], [-2.61, 0.68, 0.22], [-2.83, -0.32, -2.05], [-1.80, 0.11, -1.00], [0.72, 0.32, 1.71], [1.89, 2.68, 1.87], [2.61, 0.95, 3.52], [-2.05, -2.27, -0.11], [-0.09, -1.94, -1.37], [1.80, 1.25, 2.32], [-0.84, -1.38, -0.22], [3.64, -1.07, 0.42], [2.98, -1.56, 2.02], [2.22, -2.18, 0.57], [3.10, 0.98, -0.94], [1.62, 1.83, -0.59], [1.53, 0.23, -1.05], [-3.33, 1.33, -0.29], [-3.27, -0.07, 0.57], [-2.06, 1.13, 0.98], [-3.40, 0.34, -2.69], [-3.40, -1.02, -1.47], [-2.26, -0.81, -2.81], [-1.01, 0.89, -1.30]], "lowdin_charge": [-0.695, -0.114, -0.101, -0.149, -0.159, -0.496, -0.184, -0.444, -0.436, -0.600, -0.589, 0.559, 0.654, 0.073, 0.053, 0.106, 0.059, 0.061, 0.040, 0.053, 0.038, 0.025, 0.051, 0.045, 0.043, 0.107], "relative_energy_ev": 1.3517, "homo_ev": -0.20, "total_charge": -2, "orbital_gap_ev": 6.061}

{"formula": "C6H13NP", "method": "wB97M-V/def2-TZVPD", "species": ["C", "C", "C", "C", "C", "C", "N", "P", "H", "H", "H", "H", "H", "H", "H", "H", "H", "H", "H", "H", "H"], "positions_angstrom": [[0.66, -0.05, -0.04], [1.11, 1.34, -0.46], [-1.30, -1.52, 0.72], [0.66, 1.90, -1.73], [2.03, 2.07, 0.40], [-1.02, -2.87, 0.17], [-0.69, -0.41, 0.57], [-2.69, -1.33, 1.92], [1.35, -0.40, 0.73], [0.75, -0.67, -0.95], [-0.02, 2.73, -1.50], [0.14, 1.20, -2.36], [1.49, 2.37, -2.27], [2.05, 3.13, 0.16], [3.04, 1.69, 0.25], [1.80, 1.92, 1.46], [-1.03, -3.59, 0.98], [-0.08, -2.92, -0.37], [-1.83, -3.14, -0.51], [-3.70, -1.52, 0.97], [-2.73, 0.06, 1.86]], "lowdin_charge": [-0.117, -0.123, -0.647, 0.007, 0.005, -0.079, -0.001, 0.880, 0.136, 0.137, 0.143, 0.105, 0.125, 0.112, 0.143, 0.121, 0.085, 0.076, 0.092, -0.097, -0.103], "relative_energy_ev": 1.8144, "homo_ev": [-12.36, -12.36], "total_charge": 1, "orbital_gap_ev": [6.118, 6.119]}